Here is 11 unconnected molecules or ions with the total composition C23H61N7O22 in a non-equilibrium geometry from the OMol25 dataset. Energies are from ωB97M-V with the def2-TZVPD basis set.

Structure (XYZ):
```
113
C23H61N7O22, DFT ωB97M-V with the def2-TZVPD basis set
C -6.1321 -0.4002 0.2676
N -4.9805 -0.7789 -0.6684
O -4.3296 0.1546 -1.1537
O -4.7062 -1.9839 -0.8193
H -6.6288 -1.3622 0.3937
H -6.7014 0.3933 -0.2164
H -5.7658 0.0887 1.1704
C -3.1032 -5.2224 0.0749
N -3.2246 -4.3748 1.2816
O -2.8207 -3.2135 1.2370
O -3.7510 -4.8623 2.2731
H -3.0221 -6.2350 0.4702
H -2.1482 -4.9792 -0.3907
H -4.0634 -5.0601 -0.4146
C 3.2259 -0.4475 -3.7484
N 3.8442 -1.7736 -4.0320
O 4.4597 -1.8817 -5.0969
O 3.4759 -2.6937 -3.3013
H 2.4496 -0.6719 -3.0169
H 2.9054 -0.1377 -4.7431
H 4.0530 0.0949 -3.2904
C -1.1858 -0.2995 -0.0840
N 0.2315 0.0748 0.1845
O 0.5223 0.6660 1.2055
O 1.0303 -0.2564 -0.6489
H -1.7183 0.6515 -0.0817
H -1.6028 -1.0086 0.6312
H -1.2442 -0.7951 -1.0530
C 0.7877 -3.6534 -1.0957
N 2.0597 -3.7510 -0.2945
O 2.8598 -4.6558 -0.6130
O 2.1851 -3.0539 0.7325
H 0.2938 -2.6894 -0.9737
H 0.1063 -4.4251 -0.7377
H 0.8829 -3.8767 -2.1583
C -3.3325 1.4658 4.2630
N -2.7945 1.4048 2.8480
O -3.4320 0.7289 2.0302
O -1.8136 2.0539 2.5748
H -2.6240 1.1841 5.0419
H -4.1745 0.7764 4.2002
H -3.7675 2.4589 4.3757
C -2.3083 2.7561 -4.3796
N -1.7072 1.4585 -4.1025
O -1.8127 0.5093 -4.8915
O -1.1201 1.4330 -3.0338
H -3.3624 2.5217 -4.5286
H -1.8951 3.0866 -5.3326
H -2.1981 3.5198 -3.6097
C 0.4683 6.3375 2.7894
O 0.7970 5.7673 1.5654
C -0.3240 5.3278 0.7843
C -0.0125 4.1787 -0.1411
O 0.8566 4.5719 -1.1491
C 1.0273 3.5961 -2.1888
H -0.0816 7.2663 2.6376
H 1.3330 6.6448 3.3775
H -0.1071 5.6662 3.4268
H -0.7111 6.1597 0.1959
H -1.1113 4.9806 1.4534
H -0.9278 3.7267 -0.5232
H 0.3826 3.3008 0.3700
H 1.3300 2.5833 -1.9232
H 1.8064 3.9170 -2.8802
H 0.0490 3.5796 -2.6692
C 4.1348 -0.4148 2.0550
O 5.1106 -1.2186 1.4223
C 5.1434 -1.1616 -0.0014
C 5.9968 -2.2830 -0.7091
O 7.2983 -2.2436 -0.2277
C 8.0479 -3.3562 -0.6909
H 4.0080 -0.6838 3.1037
H 3.1376 -0.6284 1.6702
H 4.2555 0.6615 1.9315
H 5.3478 -0.1664 -0.3964
H 4.1074 -1.3833 -0.2575
H 5.8891 -2.1119 -1.7802
H 5.6096 -3.2387 -0.3558
H 7.5041 -4.2499 -0.3847
H 9.0450 -3.3865 -0.2515
H 8.1416 -3.3493 -1.7769
C -4.5976 -5.2709 -5.6841
O -3.7073 -4.7010 -4.7005
C -3.7164 -3.2422 -4.6799
C -2.7893 -2.8384 -3.5497
O -1.3992 -3.2198 -3.6257
C -0.5138 -2.2566 -4.1481
H -5.5898 -4.8327 -5.5769
H -4.5821 -6.3431 -5.4883
H -4.2905 -5.1776 -6.7258
H -4.7428 -2.9998 -4.4046
H -3.4970 -2.7461 -5.6254
H -3.1164 -3.4027 -2.6764
H -2.9752 -1.7938 -3.3003
H 0.4964 -2.6622 -4.2036
H -0.3866 -1.3208 -3.6038
H -0.8963 -1.9699 -5.1277
C 1.5450 2.7327 3.6217
O 1.1914 2.4678 4.9997
C 0.4434 3.5079 5.6091
C -0.0732 3.2056 7.0505
O 0.9678 2.8103 7.9365
C 1.9402 3.7766 8.3367
H 0.7513 3.0454 2.9432
H 1.9947 1.8420 3.1830
H 2.3135 3.5057 3.6220
H -0.4446 3.7524 5.0261
H 1.0215 4.4300 5.6682
H -0.7228 2.3395 6.9238
H -0.6251 4.0401 7.4830
H 1.4396 4.5163 8.9615
H 2.5067 4.2776 7.5517
H 2.6006 3.1990 8.9835
```

Properties
HOMO (alpha / beta) ... -1.09 / -4.86 eV
Maximum force ... 0.0899 Eh/bohr
LUMO energy (alpha / beta) ... 1.80 / 1.80 eV
HOMO-LUMO gap (alpha / beta) ... 0.106 / 0.245 hartree
Multiplicity ... 2
Expectation value of S² ... 0.75
Total charge ... -1

Mulliken atomic charge list, values in e, 99 entries: C -0.79; N 0.78; O -0.76; O -0.74; H 0.30; H 0.28; H 0.06; C -0.32; N 0.80; O -0.37; O -0.58; H 0.32; H -0.11; H 0.25; C -0.52; N 0.84; O -0.58; O -0.42; H 0.01; H 0.33; H 0.35; C -0.55; N 1.16; O -0.60; O -0.34; H 0.40; H 0.19; H -0.24; C -0.59; N 0.98; O -0.58; O -0.50; H 0.03; H 0.29; H 0.25; C -0.93; N 0.76; O -0.33; O -0.47; H 0.25; H 0.39; H 0.30; C -1.00; N 0.95; O -0.50; O -0.41; H 0.33; H 0.33; H 0.32; C -0.61; O -0.33; C -0.64; C 0.10; O -0.46; C -0.24; H 0.36; H 0.27; H 0.13; H 0.42; H 0.37; H 0.26; H -0.03; H 0.13; H 0.33; H -0.01; C -0.62; O -0.39; C -0.04; C -0.50; O -0.34; C -0.74; H 0.32; H 0.11; H 0.34; H 0.39; H -0.06; H 0.29; H 0.34; H 0.32; H 0.25; H 0.29; C -0.78; O -0.28; C -0.77; C 0.33; O -0.39; C -0.49; H 0.31; H 0.23; H 0.29; H 0.44; H 0.34; H -0.06; H 0.12; H 0.18; H 0.08; H 0.42; C -0.18; O -0.37